# 1
53
Properties=species:S:1:pos:R:3:lowdin_charge:R:1 method="wB97M-V/def2-TZVPD" lumo_energy_ev=-4.3 homo_lumo_gap_ev=6.7 homo_ev=-10.958 spin_multiplicity=1 e_above_lowest_kcal_mol=2.3 total_charge=+1
Os -0.05759 1.47087 -2.12575 1.35
O 1.49373 1.58054 3.09629 0.09
C 2.61766 1.63111 2.36676 -0.25
C 3.82684 1.63719 3.06283 0.00
C 5.02210 1.69649 2.38280 -0.05
C 5.05279 1.75287 0.98684 -0.07
C 3.86915 1.74481 0.29036 -0.02
C 2.63535 1.68206 0.96066 -0.09
C 1.40452 1.67138 0.19517 -0.34
O 1.53150 1.70665 -1.16803 -0.22
N 0.23694 1.61467 0.73281 0.05
N -0.77896 1.65170 -0.21993 -0.26
C -1.97660 1.81997 0.26801 -0.90
S -2.29618 1.69614 1.96244 1.02
C -4.02761 2.22825 1.82381 -0.48
C -4.54756 1.77823 0.47433 -0.47
S -3.29773 2.22408 -0.76001 0.96
H 0.72034 1.60421 2.50501 0.06
H 3.78964 1.59737 4.14273 0.13
H 5.94894 1.70215 2.94119 0.11
H 5.99577 1.80452 0.46174 0.11
H 3.87194 1.79253 -0.78924 0.11
H -4.06765 3.31095 1.93195 0.09
H -4.57639 1.76289 2.64102 0.09
H -5.47457 2.28173 0.20611 0.09
H -4.69000 0.69905 0.43098 0.09
Cl 0.60752 -6.49188 -0.15083 0.71
C 0.04757 -4.92843 -0.61963 -0.65
C -1.29476 -4.60961 -0.46067 -0.08
C -1.73664 -3.35483 -0.83348 0.00
C -0.84591 -2.42761 -1.37102 -0.14
C 0.49525 -2.76502 -1.52901 -0.01
C 0.94876 -4.01499 -1.14842 -0.08
C -1.36922 -1.09076 -1.72692 -0.49
O -2.45705 -0.67493 -1.44782 0.09
O -0.46933 -0.34322 -2.45456 -0.24
H -1.97581 -5.34075 -0.04914 0.11
H -2.77562 -3.07935 -0.71530 0.13
H 1.18942 -2.04787 -1.94583 0.10
H 1.98875 -4.28813 -1.25665 0.11
C 2.33643 -0.31439 -4.32137 0.00
C 1.62638 0.87755 -4.86690 -0.27
C 1.76815 1.33052 -6.18032 0.02
C 1.05237 2.43907 -6.57889 -0.06
N 0.20837 3.09891 -5.76280 0.11
C 0.13111 2.61389 -4.56468 -0.71
S -0.93933 3.16388 -3.23039 0.71
N 0.80311 1.55375 -4.06764 -0.07
H 3.27926 -0.47479 -4.83961 0.10
H 1.71452 -1.20187 -4.45630 0.10
H 2.52263 -0.18878 -3.25563 0.08
H 2.43007 0.81959 -6.86389 0.13
H 1.13656 2.82664 -7.58631 0.13

---

# 2
81
Properties=species:S:1:pos:R:3:lowdin_charge:R:1 method="wB97M-V/def2-TZVPD" lumo_energy_ev="-7.5 / -7.5" homo_lumo_gap_ev="7.1 / 7.1" homo_ev="-14.578 / -14.579" spin_multiplicity=1 e_above_lowest_kcal_mol=11.0 total_charge=+2
Ru -1.26829 -0.47379 -0.34881 0.99
C -0.64018 3.87846 5.03588 -0.17
Si -0.75097 3.52030 3.22454 0.50
C -2.26635 4.30419 2.49687 -0.16
C 0.81920 3.98556 2.34895 -0.17
C -0.96637 1.62599 3.03882 -0.19
C -0.94628 0.73947 4.12619 -0.01
C -1.10521 -0.63552 3.96703 -0.01
C -1.31716 -1.14282 2.70066 -0.07
N -1.38270 -0.30027 1.66515 -0.13
C -1.18342 1.00086 1.83053 -0.65
S -1.21865 1.63116 0.15424 0.78
H -0.60277 4.96161 5.17679 0.05
H 0.25819 3.46048 5.49596 0.05
H -1.51272 3.51279 5.58253 0.05
H -2.24021 5.38321 2.66580 0.05
H -3.16360 3.91168 2.98069 0.05
H -2.36832 4.14935 1.41954 0.02
H 0.96407 5.06742 2.39808 0.05
H 0.81825 3.70486 1.29182 0.01
H 1.67745 3.51083 2.83038 0.04
H -0.79200 1.13298 5.12413 0.11
H -1.06167 -1.30574 4.81357 0.13
H -1.45352 -2.19574 2.49883 0.13
O 0.54418 -0.98989 -0.12108 -0.41
P 1.71397 -0.77098 -1.16618 0.62
N 0.94552 -0.44749 -2.58467 -0.17
C -0.45600 -0.82098 -2.64615 -0.29
C -0.82592 -0.82883 -4.12681 -0.12
C 0.49402 -1.31055 -4.74223 -0.14
C 1.54838 -0.54907 -3.93858 -0.15
N 2.62237 0.49473 -0.78721 -0.18
C 3.13638 1.52542 -1.72928 -0.16
C 4.31268 2.13658 -0.97012 -0.15
C 3.91761 1.97684 0.49678 -0.15
C 3.30491 0.58240 0.53136 -0.16
N 2.62018 -2.09601 -1.19155 -0.18
C 2.03863 -3.46307 -1.23077 -0.16
C 3.25976 -4.37448 -1.36006 -0.15
C 4.28991 -3.50094 -2.07516 -0.15
C 4.08625 -2.13460 -1.43388 -0.17
H -1.07609 -0.01961 -2.13252 0.06
H -0.61730 -1.82624 -2.23780 0.11
H -1.05801 0.18131 -4.46677 0.13
H -1.67654 -1.47210 -4.33760 0.13
H 0.56235 -1.10716 -5.80824 0.13
H 0.60416 -2.38596 -4.58829 0.12
H 1.70241 0.45125 -4.34426 0.12
H 2.51131 -1.06043 -3.90237 0.12
H 2.36130 2.26801 -1.92465 0.12
H 3.44100 1.08899 -2.67992 0.10
H 4.47443 3.17330 -1.25678 0.12
H 5.22753 1.57804 -1.17458 0.12
H 3.16887 2.72358 0.76893 0.10
H 4.76095 2.06686 1.17778 0.13
H 2.58897 0.44077 1.34085 0.11
H 4.08294 -0.17931 0.61971 0.11
H 1.38355 -3.57181 -2.10191 0.11
H 1.45420 -3.66041 -0.33317 0.11
H 3.02437 -5.28632 -1.90421 0.12
H 3.62650 -4.65462 -0.37178 0.12
H 4.07742 -3.45757 -3.14564 0.12
H 5.30950 -3.85619 -1.94320 0.12
H 4.40958 -1.30572 -2.06242 0.11
H 4.62671 -2.07455 -0.48751 0.12
C -5.88007 -1.02536 -1.00962 -0.17
Si -4.56860 -0.99897 0.29562 0.47
C -4.52757 0.64917 1.14666 -0.18
C -4.68002 -2.42265 1.47483 -0.17
C -2.96612 -1.33384 -0.80308 -0.32
H -6.86341 -1.06438 -0.53281 0.05
H -5.79702 -1.89677 -1.66184 0.05
H -5.84304 -0.12607 -1.62787 0.05
H -5.54444 0.92583 1.43660 0.05
H -4.15477 1.43227 0.48466 0.02
H -3.92352 0.63978 2.05541 0.02
H -5.69136 -2.48681 1.88427 0.05
H -3.99448 -2.32339 2.31945 0.02
H -4.47298 -3.37036 0.97350 0.04
H -3.19948 -1.10229 -1.84911 0.02
H -2.71278 -2.40669 -0.73292 0.06

---

# 3
165
Properties=species:S:1:pos:R:3:lowdin_charge:R:1 method="wB97M-V/def2-TZVPD" lumo_energy_ev=0.0 homo_lumo_gap_ev=9.1 homo_ev=-9.146 spin_multiplicity=1 smiles="CC(N)=O.CC(N)=O.CC(N)=O.CC(N)=O.CC(N)=O.CCCCCC.CCCCCC.CCCCCC.CCCCCC.CCCCCC.OCCO.OCCO"
C -18.73851 -9.41033 7.02243 0.00
C -19.15694 -9.67559 8.43001 -0.57
N -19.33366 -10.92683 8.89027 0.17
O -19.48158 -8.71697 9.14252 0.00
H -18.44878 -8.37060 6.89843 0.08
H -19.58005 -9.57143 6.34479 0.07
H -17.90073 -10.02666 6.69436 0.08
H -18.91352 -11.70785 8.40909 0.11
H -19.49627 -11.04417 9.87433 0.11
C -22.43962 -9.50230 10.28233 -0.02
C -23.83154 -9.44637 10.82860 -0.56
N -24.07337 -10.03458 12.02262 0.17
O -24.72797 -8.93071 10.18116 0.02
H -21.60286 -9.65256 10.97122 0.07
H -22.20992 -8.65583 9.64312 0.04
H -22.25307 -10.40153 9.68221 0.09
H -25.02360 -10.14107 12.33144 0.11
H -23.34103 -10.19124 12.69084 0.10
C -20.74046 -6.80320 11.45649 -0.01
C -20.48796 -5.33105 11.64462 -0.56
N -19.50985 -4.83617 10.86257 0.18
O -21.15833 -4.61678 12.38338 0.03
H -21.70955 -7.07212 11.86600 0.09
H -19.92810 -7.39688 11.87683 0.09
H -20.75011 -7.03514 10.39138 0.03
H -19.24415 -3.86986 10.93882 0.09
H -18.90556 -5.41728 10.30729 0.11
C -25.51637 -10.27202 5.12561 0.00
C -25.67998 -9.52104 6.44030 -0.60
N -24.99871 -9.98969 7.50963 0.17
O -26.41095 -8.54604 6.55530 0.03
H -26.51998 -10.60930 4.87470 0.09
H -24.78060 -11.07195 5.16163 0.06
H -25.18392 -9.52007 4.41030 0.06
H -25.10669 -9.55226 8.42026 0.07
H -24.50417 -10.85952 7.41966 0.10
C -17.96421 -2.05046 9.16332 -0.01
C -18.22277 -0.65648 9.62834 -0.60
N -18.09563 -0.41296 10.95091 0.16
O -18.50156 0.25233 8.85916 0.03
H -17.48526 -2.70563 9.89062 0.07
H -17.39111 -1.93586 8.24640 0.07
H -18.94318 -2.50275 8.98190 0.08
H -17.65179 -1.09285 11.54354 0.10
H -18.20615 0.50658 11.33874 0.11
C -23.17510 -7.87572 4.45134 -0.08
C -22.28256 -8.34761 5.59206 -0.25
C -22.63913 -7.76439 6.97076 -0.22
C -22.50078 -6.25168 7.15548 -0.18
C -22.61503 -5.87120 8.62539 -0.23
C -22.24612 -4.41128 8.92087 -0.09
H -24.21480 -8.15981 4.62346 0.04
H -22.88148 -8.24141 3.46549 0.06
H -23.14664 -6.78778 4.35192 0.07
H -22.37186 -9.42274 5.78934 0.09
H -21.21606 -8.19558 5.39114 0.07
H -22.12711 -8.36479 7.73296 0.08
H -23.68441 -8.07474 7.11785 0.09
H -21.54243 -5.95220 6.72424 0.11
H -23.36315 -5.89692 6.58572 0.12
H -23.59819 -6.09296 9.04006 0.08
H -21.87987 -6.43581 9.20984 0.07
H -22.39571 -4.28953 10.00258 0.06
H -21.21430 -4.11792 8.73499 0.06
H -22.95621 -3.69470 8.50301 0.07
C -20.48385 -10.68266 3.25001 -0.10
C -21.72960 -11.19324 2.47803 -0.26
C -22.53648 -12.30152 3.13332 -0.23
C -23.97573 -12.47028 2.63604 -0.23
C -24.49840 -13.79215 3.14928 -0.29
C -25.94053 -14.10784 2.71935 -0.12
H -19.73377 -11.46056 3.38636 0.07
H -20.82776 -10.35706 4.23523 0.04
H -20.13088 -9.82448 2.68305 0.05
H -22.36872 -10.30728 2.37588 0.09
H -21.37135 -11.39887 1.46505 0.11
H -22.63180 -12.06698 4.20245 0.10
H -21.96891 -13.22704 3.02411 0.12
H -24.68966 -11.67251 2.83084 0.10
H -23.89432 -12.57311 1.54385 0.12
H -23.93303 -14.69085 2.89481 0.11
H -24.58099 -13.73547 4.24290 0.10
H -26.56595 -13.28566 3.07901 0.07
H -26.09374 -14.27334 1.65223 0.07
H -26.29066 -15.02083 3.20618 0.07
C -26.61863 0.20004 3.95936 -0.11
C -25.71221 1.04618 4.87518 -0.26
C -25.07216 0.20626 6.00957 -0.23
C -23.91272 0.90710 6.69042 -0.23
C -23.12028 -0.01623 7.62356 -0.30
C -21.87966 0.64416 8.28984 -0.10
H -27.00318 0.90373 3.22477 0.07
H -27.43090 -0.24578 4.53970 0.07
H -26.05011 -0.65952 3.61130 0.07
H -24.84067 1.28663 4.25689 0.10
H -26.15776 1.94594 5.29178 0.11
H -24.70087 -0.75646 5.64822 0.11
H -25.84146 -0.00787 6.76023 0.12
H -23.13563 1.13372 5.94579 0.11
H -24.19928 1.86160 7.13552 0.12
H -23.74791 -0.41076 8.42857 0.11
H -22.73286 -0.88689 7.08816 -0.01
H -22.17373 1.55796 8.80589 0.07
H -21.48473 -0.16618 8.90095 0.05
H -21.09190 0.95084 7.59998 0.07
C -21.63609 -1.73768 6.09377 -0.10
C -20.51915 -1.65854 5.00001 -0.23
C -19.27545 -2.44461 5.36942 -0.23
C -18.08544 -2.16848 4.43683 -0.23
C -16.78916 -2.77246 4.95718 -0.26
C -15.56462 -2.36140 4.12272 -0.11
H -21.93235 -2.78241 5.98805 0.09
H -22.48129 -1.11745 5.79778 0.05
H -21.24491 -1.40693 7.05258 0.07
H -20.99044 -2.03004 4.08592 0.10
H -20.30519 -0.59997 4.82803 0.11
H -19.48791 -3.51952 5.37429 0.10
H -18.99485 -2.19189 6.39765 0.09
H -18.35265 -2.52546 3.43931 0.11
H -17.96983 -1.08210 4.36682 0.12
H -16.61693 -2.50358 6.00002 0.09
H -16.84078 -3.86224 4.87766 0.09
H -15.85004 -2.11240 3.09795 0.07
H -15.01399 -1.52534 4.55070 0.07
H -14.89191 -3.21424 4.01094 0.06
C -20.78754 -6.60702 1.61934 -0.10
C -20.31274 -5.92734 2.87946 -0.26
C -18.81187 -6.14130 3.19147 -0.21
C -18.49270 -7.57463 3.61559 -0.23
C -17.11501 -7.71564 4.27420 -0.28
C -16.55006 -9.11303 4.18308 -0.11
H -20.37285 -7.60992 1.50495 0.06
H -20.39020 -6.05246 0.76386 0.08
H -21.87528 -6.61311 1.55522 0.07
H -20.52100 -4.85426 2.82626 0.10
H -20.83301 -6.24101 3.79053 0.08
H -18.60510 -5.48187 4.04009 0.09
H -18.17015 -5.88959 2.34350 0.12
H -19.25677 -7.92090 4.32140 0.09
H -18.55705 -8.25720 2.76249 0.10
H -16.47917 -6.94717 3.81416 0.11
H -17.15627 -7.27710 5.28042 0.10
H -15.68006 -9.09629 4.84755 0.07
H -17.23215 -9.92114 4.42935 0.06
H -16.14499 -9.20470 3.17346 0.08
O -26.51572 -4.57472 8.89093 -0.06
C -26.15890 -5.86249 9.42014 -0.24
C -26.96854 -6.20808 10.62274 -0.23
O -28.30083 -6.52977 10.20061 -0.07
H -26.85722 -4.72039 8.00660 0.08
H -26.25746 -6.61097 8.63093 0.12
H -25.09904 -5.82024 9.69825 0.09
H -27.03501 -5.44195 11.39676 0.12
H -26.51141 -7.11278 11.04422 0.10
H -28.80423 -6.96392 10.88986 0.07
O -21.96441 0.29544 13.54896 -0.07
C -21.71345 -0.49630 12.36503 -0.24
C -22.85312 -1.47954 12.14349 -0.26
O -22.83677 -2.53474 13.06758 -0.06
H -21.39233 1.06233 13.45924 0.07
H -21.66230 0.20695 11.52698 0.10
H -20.75476 -1.01278 12.47993 0.10
H -22.75698 -1.79518 11.09725 0.11
H -23.73984 -0.85618 12.27140 0.12
H -22.10993 -3.13259 12.80486 0.03

---

# 4
103
Properties=species:S:1:pos:R:3:lowdin_charge:R:1 method="wB97M-V/def2-TZVPD" lumo_energy_ev=-7.6 homo_lumo_gap_ev=0.8 homo_ev=-8.401 spin_multiplicity=1
Be 5.38946 2.03961 -0.56333 1.16
B 8.86743 -0.50421 2.26270 -1.34
F 9.17338 -1.63145 1.49773 0.09
F 7.48754 -0.38411 2.42967 0.10
F 9.45731 -0.67875 3.50447 0.12
F 9.20640 0.60270 1.53075 0.11
B 0.64266 0.61350 0.92595 -1.49
F 1.88713 0.04616 1.06857 0.12
F -0.06767 -0.12987 0.05041 0.16
F 0.02739 0.77161 2.08104 0.20
F 1.02206 1.86776 0.48871 0.10
C 2.52886 -3.40396 -4.73605 -0.06
O 3.96145 -3.13347 -4.46613 -0.21
C 4.18201 -3.11652 -3.06068 -0.22
C 5.47414 -2.34129 -2.64143 -0.10
N 5.88590 -1.11273 -3.54018 0.05
C 7.28436 -1.12403 -3.87309 -0.18
C 7.47205 0.16161 -4.64063 -0.23
O 7.27379 1.24673 -3.75630 -0.22
C 8.27219 2.19127 -3.88258 -0.12
H 2.57925 -3.65087 -5.79652 0.08
H 1.85360 -2.56210 -4.58310 0.09
H 2.12553 -4.27667 -4.22241 0.09
H 4.05277 -4.13333 -2.68989 0.13
H 3.38864 -2.55223 -2.57055 0.11
H 6.22977 -3.12022 -2.53948 0.11
H 5.45719 -2.08649 -1.58177 0.12
H 5.42868 -1.28377 -4.42438 0.10
H 7.52845 -2.00185 -4.47135 0.15
H 7.91152 -0.92010 -3.00522 0.14
H 6.85606 0.38295 -5.51222 0.13
H 8.45161 0.21500 -5.11572 0.12
H 9.21511 1.64446 -3.87827 0.10
H 8.15965 2.97714 -3.13569 0.09
H 8.15077 2.73180 -4.82129 0.09
C -11.44415 -5.22522 4.22497 -0.05
O -10.26178 -5.71623 3.43666 -0.21
C -9.76905 -6.97836 3.72457 -0.23
C -8.61649 -7.28687 2.63128 -0.19
N -7.44922 -6.38917 2.62953 -0.05
C -6.19583 -7.04475 2.06147 -0.20
C -4.99837 -6.23669 2.25070 -0.24
O -4.43836 -6.23785 3.57861 -0.19
C -3.20565 -5.61270 3.74993 -0.12
H -11.78496 -4.33107 3.70301 0.08
H -11.23128 -5.07246 5.28301 0.07
H -12.33133 -5.84567 4.35170 0.07
H -10.53244 -7.75582 3.69452 0.11
H -9.37082 -6.84758 4.73076 0.11
H -9.23192 -7.28410 1.73164 0.10
H -8.12149 -8.25593 2.69456 0.10
H -7.41308 -6.03562 3.57494 0.10
H -6.48463 -7.27485 1.03592 0.13
H -5.91174 -8.00384 2.49452 0.12
H -4.99233 -5.25999 1.76683 0.13
H -4.26250 -6.79536 1.67236 0.12
H -2.53699 -6.10648 3.04482 0.08
H -2.99444 -5.91915 4.77442 0.10
H -3.08368 -4.56341 3.48119 0.09
C 2.90008 3.33826 -3.24891 -0.06
O 3.47582 4.31981 -2.33103 -0.24
C 3.78966 5.56153 -2.85940 -0.24
C 4.04630 6.29379 -1.56752 -0.21
N 5.11132 5.86492 -0.68724 0.01
C 5.03855 6.46339 0.69804 -0.17
C 4.11368 5.80899 1.59693 -0.22
O 4.57778 4.46162 1.81603 -0.23
C 4.02538 3.90980 2.99645 -0.08
H 2.46150 2.42029 -2.85766 0.09
H 3.59515 2.99362 -4.01454 0.08
H 2.00789 3.78876 -3.68382 0.09
H 2.83800 5.88022 -3.28470 0.13
H 4.51032 5.63440 -3.67391 0.13
H 3.06027 6.20607 -1.11128 0.13
H 4.20761 7.30866 -1.93099 0.13
H 5.92316 6.25533 -1.14396 0.12
H 4.97217 7.54931 0.63117 0.14
H 6.05995 6.26618 1.02354 0.13
H 3.04945 5.89843 1.37893 0.14
H 4.29477 6.27425 2.56587 0.13
H 4.21651 4.52718 3.87419 0.09
H 4.40636 2.88862 3.00773 0.10
H 2.94103 3.87804 2.89027 0.10
C -7.01695 -1.72919 -2.03951 -0.23
C -7.19847 -0.46828 -2.88552 -0.28
O -6.07720 0.30640 -2.93729 -0.05
O -8.31862 -2.34064 -1.95326 -0.09
H -6.58175 -1.58687 -1.05035 0.12
H -6.47728 -2.57126 -2.47286 0.11
H -7.95431 0.10194 -2.34546 0.12
H -7.62563 -0.70993 -3.85878 0.13
H -5.52973 0.25877 -2.15014 0.09
H -8.32792 -3.18744 -1.50110 0.08
C -4.42690 6.08705 3.55850 -0.21
C -3.65723 7.33920 3.29945 -0.25
O -4.46858 8.26816 2.49912 -0.08
O -3.69227 5.22374 4.55194 -0.08
H -4.44960 5.65530 2.55792 0.12
H -5.48715 6.21418 3.77713 0.12
H -2.65954 7.12355 2.91709 0.12
H -3.34038 7.88051 4.19091 0.11
H -5.21845 8.58758 3.00632 0.08
H -3.26892 4.49112 4.09845 0.07